One molecule with the formula C9H12FN at a distorted geometry, computed with ωB97M-V with the def2-TZVPD basis set.

Calculated values
* max |F|: 3.95 eV Å⁻¹
* Kohn-Sham gap: 10.1 eV
* structure (SMILES): C=C=C(C)[C@H](C=C)C/C=N\F

```
23
Properties=species:S:1:pos:R:3:forces:R:3
C -0.516549 -2.687043 -1.081852 -1.843 0.247 1.748
C 0.192431 -1.761572 -0.504497 -0.306 -0.615 -0.045
C 0.590431 -0.731171 0.180197 2.304 -1.600 0.193
C 1.623508 -0.862339 1.346243 -3.845 0.235 -0.886
C 0.034440 0.536692 -0.314335 1.811 2.056 -1.835
C 1.036970 1.740932 -0.433618 0.231 -3.290 -0.675
C 2.035329 1.839728 -1.295135 0.170 -0.807 -1.361
C -1.091036 1.063297 0.470499 -1.205 -1.151 3.169
C -2.141966 0.020877 0.826908 0.507 -0.589 -0.766
N -3.271928 -0.214063 0.309618 -0.242 -0.307 1.310
F -3.731501 0.857943 -0.410071 -0.064 0.816 -1.112
H -1.508050 -2.903204 -0.565300 1.294 0.022 -0.770
H -0.330028 -3.189896 -1.986596 0.475 -0.468 -0.905
H 1.968888 0.108206 1.496813 0.664 1.597 0.931
H 2.432429 -1.485189 1.181770 1.375 -1.406 -0.685
H 0.992152 -1.262080 2.143222 0.602 0.290 0.551
H -0.235277 0.351086 -1.361612 -0.542 0.001 0.329
H 1.094152 2.272814 0.448161 -0.062 1.734 1.629
H 2.765501 2.621192 -1.096787 0.048 -0.161 -0.461
H 2.182109 1.131266 -2.197135 -0.324 1.354 1.587
H -0.783925 1.523377 1.432464 0.294 -0.397 -0.327
H -1.435748 1.854449 -0.069918 -1.731 2.106 -1.412
H -1.902329 -0.825313 1.480969 0.389 0.335 -0.207
```
Positions in Å, forces in eV/Å.

One molecule with the formula C9H18N2O2S at a distorted geometry, computed with ωB97M-V with the def2-TZVPD basis set.

Calculated values
* max |F|: 4.51 eV Å⁻¹
* Kohn-Sham gap: 9.8 eV
* structure (SMILES): NCCCC[C@@]1(S)COC(=O)[C@H]1CN

```
32
Properties=species:S:1:pos:R:3:forces:R:3
N -1.583851 3.027032 -0.461638 0.485 0.013 0.149
C -0.667404 2.274690 -1.379679 -1.136 0.072 0.950
C -1.251720 0.841890 -1.531497 0.097 0.041 -0.844
C -0.239930 -0.251597 -1.994558 0.236 0.240 0.194
C 1.180917 -0.177383 -1.359532 -0.918 -0.089 -0.047
C 1.257273 -0.429864 0.176111 1.000 -0.662 -1.505
S 3.115751 -0.664925 0.446934 0.498 0.136 -0.047
C 0.906057 0.691474 1.186400 0.579 -0.820 -0.414
O 1.107440 0.014739 2.440290 -0.145 0.109 0.211
C 1.052132 -1.367104 2.311356 -0.942 2.005 -3.927
O 1.254731 -2.119624 3.153564 0.930 -1.981 3.037
C 0.682044 -1.719347 0.802006 -0.408 0.866 2.028
C -0.880374 -1.926956 0.880223 -0.534 -0.499 -0.328
N -1.449046 -1.615574 2.214324 0.373 0.400 -0.699
H -1.049958 3.793594 -0.047174 -0.322 -0.014 -0.258
H -1.818546 2.440893 0.341701 0.007 0.052 -0.304
H 0.337057 2.312387 -0.921962 -0.168 -0.295 -0.723
H -0.725317 2.805836 -2.348036 0.533 -0.347 0.418
H -2.024007 0.908029 -2.326608 0.240 -0.076 0.551
H -1.813087 0.557726 -0.616604 0.567 0.114 -0.311
H -0.647265 -1.264586 -1.804388 0.092 0.550 -0.152
H -0.112364 -0.178935 -3.093249 -0.041 0.025 0.515
H 1.794523 -0.944428 -1.870806 -0.350 0.273 0.377
H 1.663921 0.792540 -1.591719 -0.265 -0.435 0.186
H 3.612160 -0.527820 -0.813188 -0.533 0.002 0.443
H -0.112740 1.125303 1.148154 0.455 -0.347 -0.116
H 1.692364 1.452162 1.024925 -0.658 -0.027 0.557
H 1.230278 -2.653613 0.608584 -0.309 0.552 -0.406
H -1.445488 -1.344932 0.128665 0.627 -0.336 0.068
H -1.098973 -2.993044 0.672803 0.249 0.552 0.036
H -1.736109 -0.640446 2.180624 -0.292 -0.334 0.464
H -2.230468 -2.218117 2.443973 0.053 0.263 -0.104
```
Positions in Å, forces in eV/Å.

One molecule with the formula C3H6N2S2 at a distorted geometry, computed with ωB97M-V with the def2-TZVPD basis set.

Calculated values
* max |F|: 6.19 eV Å⁻¹
* Kohn-Sham gap: 8.3 eV
* structure (SMILES): [H]/N=C(/N)CC(=S)S

```
13
Properties=species:S:1:pos:R:3:forces:R:3
H 1.345201 0.677839 1.895126 -2.284 1.029 3.496
N 1.903257 0.583411 1.144150 -0.336 -2.053 -5.246
C 1.143254 -0.011666 0.208452 3.169 1.660 2.404
N 1.830657 -0.399832 -0.904222 -4.898 -3.216 -1.985
C -0.325751 -0.350970 0.438204 1.654 -3.978 3.257
C -1.408143 0.142124 -0.430931 0.550 0.872 2.464
S -1.599217 -0.203896 -1.943973 -0.377 -0.492 -2.278
S -2.351456 1.144281 0.616496 -2.522 -0.005 -1.581
H 1.218691 -1.001267 -1.620794 2.285 2.312 1.817
H 2.602564 0.126861 -1.180882 1.262 0.643 -0.507
H -0.492970 -0.219657 1.617642 0.133 0.280 -2.701
H -0.402170 -1.548345 0.430523 0.211 2.323 -0.349
H -3.463917 1.061115 -0.269791 1.152 0.625 1.209
```
Positions in Å, forces in eV/Å.

C4H2EuLiO2 as an isolated structure at a distorted geometry, computed with ωB97M-V with the def2-TZVPD basis set.

Calculated values
* charge: +1
* spin multiplicity: 8
* max |F|: 2.44 eV Å⁻¹
* Kohn-Sham gap (spin up / spin down): 7.5 / 7.7 eV
* expectation value of S²: 15.761

```
10
Properties=species:S:1:pos:R:3:forces:R:3
C -1.319896 -1.148549 0.091774 0.277 -0.221 -0.908
C -0.988111 -1.889675 1.067948 -0.328 0.040 0.202
O -1.456987 -0.478174 -0.902080 -0.015 -0.136 1.108
Li -0.962788 1.223024 -1.480144 0.224 -0.098 -0.003
H -1.514354 -2.685073 1.583534 -0.185 0.230 -0.283
C 1.023800 2.009743 -1.125176 -0.014 -0.485 0.917
C 1.273729 1.196428 -0.216571 -0.032 1.208 -2.117
O 1.491024 0.249659 0.534462 -0.063 -0.757 1.299
Eu 1.134472 -1.352741 2.143101 0.255 0.478 -0.496
H 1.319114 2.875361 -1.696852 -0.120 -0.259 0.281
```
Positions in Å, forces in eV/Å.

Repeat the fourth record exactly.
C4H2EuLiO2 as an isolated structure at a distorted geometry, computed with ωB97M-V with the def2-TZVPD basis set.

Calculated values
* charge: +1
* spin multiplicity: 8
* max |F|: 2.44 eV Å⁻¹
* Kohn-Sham gap (spin up / spin down): 7.5 / 7.7 eV
* expectation value of S²: 15.761

```
10
Properties=species:S:1:pos:R:3:forces:R:3
C -1.319896 -1.148549 0.091774 0.277 -0.221 -0.908
C -0.988111 -1.889675 1.067948 -0.328 0.040 0.202
O -1.456987 -0.478174 -0.902080 -0.015 -0.136 1.108
Li -0.962788 1.223024 -1.480144 0.224 -0.098 -0.003
H -1.514354 -2.685073 1.583534 -0.185 0.230 -0.283
C 1.023800 2.009743 -1.125176 -0.014 -0.485 0.917
C 1.273729 1.196428 -0.216571 -0.032 1.208 -2.117
O 1.491024 0.249659 0.534462 -0.063 -0.757 1.299
Eu 1.134472 -1.352741 2.143101 0.255 0.478 -0.496
H 1.319114 2.875361 -1.696852 -0.120 -0.259 0.281
```
Positions in Å, forces in eV/Å.

> Among the records above, which one has the highest max |F|?

C3H6N2S2

> The highest max |F| belongs to which entry?

C3H6N2S2

> Which of these has the lowest max |F|?

C4H2EuLiO2